The following is a DFT calculation (ωB97M-V/def2-TZVPD) of C25H27AsHfN5O2S2Se3Te as an isolated structure.

Structure (XYZ):
```
67
Properties=species:S:1:pos:R:3:forces:R:3
Hf 1.046 1.427 1.234 0.17 0.09 0.46
Se 0.262 1.532 3.770 -0.01 -0.08 -0.11
Se 2.485 2.316 3.898 -0.14 -0.01 -0.26
Te 3.865 0.497 2.818 -0.16 -0.05 0.02
Se 3.572 1.388 0.491 0.00 -0.09 -0.12
O 0.820 5.080 -3.093 0.02 0.08 0.04
C 0.790 3.855 -3.638 -0.01 -0.06 -0.01
C 0.792 3.779 -5.032 0.01 -0.02 0.00
C 0.761 2.555 -5.664 0.01 0.06 0.02
C 0.724 1.372 -4.926 -0.01 -0.07 0.01
C 0.718 1.437 -3.552 0.00 0.00 -0.03
C 0.750 2.668 -2.884 -0.02 0.09 0.02
C 0.726 2.679 -1.422 0.01 0.06 0.09
O 0.638 1.534 -0.791 -0.01 -0.22 0.17
N 0.776 3.801 -0.760 -0.04 -0.26 -0.23
N 0.700 3.604 0.627 -0.01 0.37 0.26
C 0.581 4.747 1.245 -0.01 0.01 -0.01
S 0.621 6.236 0.345 -0.03 -0.03 0.06
C 0.179 7.296 1.748 0.02 -0.02 -0.01
C 0.750 6.670 3.001 -0.01 -0.03 -0.02
S 0.343 4.901 2.961 0.00 0.02 -0.01
H 0.835 4.997 -2.119 -0.01 -0.06 -0.06
H 0.822 4.704 -5.591 0.00 0.01 0.00
H 0.767 2.516 -6.745 0.00 0.00 0.00
H 0.703 0.415 -5.429 0.00 0.00 0.00
H 0.685 0.531 -2.962 0.00 0.00 0.00
H -0.906 7.381 1.801 0.00 -0.01 -0.01
H 0.606 8.280 1.562 0.01 0.00 -0.01
H 0.301 7.082 3.903 0.00 -0.01 0.01
H 1.832 6.781 3.052 0.00 -0.01 -0.01
C -2.925 -0.239 1.241 -0.01 0.12 0.01
As -1.926 1.426 1.044 0.15 -0.07 -0.22
C -2.906 2.634 2.208 -0.01 -0.05 0.00
C -2.464 2.052 -0.719 -0.05 -0.02 0.10
H -3.993 -0.067 1.110 0.01 0.05 -0.01
H -2.753 -0.643 2.239 0.00 0.00 -0.01
H -2.588 -0.964 0.501 0.05 0.02 0.00
H -3.937 2.727 1.871 0.00 -0.01 -0.01
H -2.426 3.612 2.197 0.01 -0.01 -0.01
H -2.890 2.252 3.228 0.02 0.01 0.00
H -3.549 2.095 -0.806 0.00 -0.02 0.05
H -2.062 1.391 -1.484 0.03 -0.01 0.02
H -2.054 3.051 -0.868 0.01 -0.01 -0.01
N -0.011 -5.970 1.377 0.00 0.10 0.05
C 0.028 -7.207 0.779 0.05 -0.03 -0.16
C -0.290 -8.483 1.235 -0.02 -0.07 0.02
C -0.127 -9.514 0.334 -0.02 0.02 0.08
C 0.335 -9.290 -0.975 0.03 0.02 -0.09
C 0.651 -8.027 -1.422 -0.01 -0.04 0.01
C 0.495 -6.967 -0.524 -0.06 -0.05 0.15
N 0.735 -5.623 -0.697 0.03 0.12 -0.04
C 0.429 -5.066 0.443 -0.02 -0.19 -0.03
C 0.533 -3.633 0.682 0.00 0.16 0.03
C 1.090 -2.819 -0.308 -0.03 -0.01 0.04
C 1.185 -1.465 -0.090 -0.05 -0.03 -0.02
N 0.763 -0.880 1.049 0.03 0.30 -0.18
C 0.228 -1.660 2.000 0.04 -0.01 0.07
C 0.096 -3.023 1.857 0.02 0.01 -0.07
H -0.261 -5.783 2.332 0.00 -0.01 -0.02
H -0.648 -8.663 2.240 0.00 0.00 0.00
H -0.362 -10.524 0.640 0.00 0.00 0.00
H 0.444 -10.136 -1.640 0.00 0.00 -0.01
H 1.007 -7.847 -2.426 0.00 0.00 -0.01
H 1.438 -3.260 -1.230 0.00 -0.01 0.00
H 1.610 -0.805 -0.835 0.01 -0.01 0.01
H -0.084 -1.159 2.906 0.00 -0.02 0.00
H -0.351 -3.585 2.665 0.00 -0.01 0.01
```
Forces are in eV/Å.

For the HOMO energy, the calculation gives -10.4 eV. As for the energy above the lowest of the compared OMol25 structures with the same formula, charge and spin: 15.8 kJ/mol. The net charge is +1. The molecular weight is 1111.55 g/mol. The value obtained for the HOMO-LUMO gap is 6.92 eV.

Atomic partial charges in e from the Löwdin method, atoms 1 to 4:
1. Hf 0.816
2. Se -0.009
3. Se -0.109
4. Te 0.395

=====

The following is a DFT calculation (ωB97M-V/def2-TZVPD) of the molecule C25H27BF6INO9P2S.

Structure (XYZ):
```
73
Properties=species:S:1:pos:R:3:forces:R:3
C -2.293 -5.580 -3.082 -0.67 0.28 0.64
C -3.375 -4.561 -2.747 0.08 1.52 -0.85
O -3.404 -3.494 -3.322 -0.16 -1.16 0.46
O -4.317 -4.829 -1.779 0.59 0.15 -0.15
C -3.762 -4.820 -0.451 0.53 -0.52 0.04
C -2.754 -3.697 -0.177 -0.31 0.28 0.92
C -2.798 -3.266 1.311 0.26 -1.24 0.01
C -1.458 -2.734 1.829 -0.22 1.21 0.20
C -0.790 -1.708 0.858 -0.41 -1.06 1.07
C 0.011 -0.737 1.723 0.05 0.20 -0.55
N 0.765 0.338 0.995 -0.83 -0.16 -0.61
C 1.418 -0.106 -0.193 0.88 -0.25 0.49
C 2.715 -0.588 -0.094 0.20 0.07 0.83
C 3.437 -0.650 1.234 0.39 -0.20 -0.05
C 3.550 -2.108 1.689 -1.19 -0.66 0.36
O 2.608 -2.805 1.941 1.15 0.82 -0.32
I 5.548 -2.961 1.855 -0.23 0.27 -0.08
C 3.379 -0.994 -1.227 0.86 -0.31 0.16
C 2.808 -0.938 -2.472 0.55 0.43 -1.71
P 3.772 -1.464 -3.949 0.63 -1.53 -0.58
C 3.243 -0.420 -5.375 -0.25 1.13 0.70
O 5.311 -0.894 -3.618 -1.19 0.50 0.13
C 1.525 -0.466 -2.579 0.36 -0.20 0.27
F 0.917 -0.388 -3.761 -0.24 0.00 -0.32
C 0.866 -0.063 -1.458 -2.38 1.09 0.55
S -0.792 0.594 -1.623 0.11 0.18 -0.23
C -0.747 1.797 -0.314 0.72 -1.52 -0.67
C -1.436 2.967 -0.449 -0.55 -0.13 -1.05
C -1.389 3.917 0.526 -0.25 1.27 0.95
C -2.159 5.213 0.281 0.07 -0.38 -1.19
F -3.102 5.474 1.194 0.18 0.06 0.38
F -2.843 5.039 -0.891 -0.23 0.22 0.13
C -1.240 6.476 0.005 -0.06 -0.19 -0.48
F -1.171 6.675 -1.317 0.02 0.03 0.01
F -1.713 7.580 0.551 0.02 0.04 0.15
F 0.029 6.263 0.397 -0.08 0.11 0.33
C -0.645 3.690 1.685 0.34 0.75 -0.37
P -0.451 4.835 3.080 -0.89 -0.37 2.10
O -1.051 4.232 4.269 -0.15 -0.16 0.34
O -1.136 6.247 2.835 0.62 0.24 -0.92
O 1.105 5.136 3.355 -0.28 -0.32 -1.21
C 0.039 2.484 1.810 0.79 -0.09 1.27
B 0.914 2.073 3.091 0.10 -0.16 0.20
O 0.301 1.749 4.251 0.04 0.14 -0.05
O 2.292 1.992 3.039 -0.23 0.23 -0.41
C 0.010 1.535 0.807 -0.10 0.01 0.05
H -2.579 -6.569 -2.723 0.25 -0.01 -0.17
H -1.376 -5.233 -2.598 -0.04 -0.20 0.04
H -2.124 -5.536 -4.156 -0.08 -0.18 0.05
H -3.231 -5.772 -0.294 -0.18 0.05 0.06
H -4.598 -4.816 0.249 -0.10 0.23 -0.26
H -1.749 -4.097 -0.346 -0.05 0.28 -0.35
H -2.938 -2.802 -0.774 0.09 -0.31 -0.34
H -3.044 -4.171 1.886 0.03 0.19 0.10
H -3.617 -2.572 1.518 0.14 0.11 -0.26
H -0.756 -3.511 2.142 -0.10 -0.09 -0.29
H -1.684 -2.156 2.737 0.04 -0.30 0.07
H -1.622 -1.225 0.347 0.37 0.23 -0.26
H -0.164 -2.287 0.176 -0.02 0.42 -0.26
H -0.709 -0.220 2.363 0.32 -0.03 0.23
H 0.739 -1.293 2.317 -0.19 0.04 0.10
H 4.429 -0.202 1.138 -0.04 -0.17 0.05
H 2.892 -0.103 2.007 -0.05 -0.20 0.00
H 4.404 -1.346 -1.144 -0.05 0.01 0.01
H 2.942 0.592 -5.068 0.05 -0.13 -0.01
H 2.380 -0.848 -5.885 0.21 -0.19 0.01
H 4.083 -0.280 -6.057 -0.01 -0.44 0.03
H 5.209 0.052 -3.435 0.53 0.02 0.04
H -1.997 3.100 -1.364 -0.02 0.22 0.11
H -1.748 6.453 3.551 -0.08 -0.22 0.04
H 1.640 4.967 2.566 0.21 0.22 0.15
H 0.914 1.784 4.995 -0.06 -0.25 0.05
H 2.568 2.058 2.118 0.22 0.11 0.11
```
Forces are in eV/Å.

For the HOMO energy, the calculation gives -8.6 eV. The molecular weight is 831.21 g/mol. The SMILES is CC(=O)OCCCCCCN1c2c(CC(=O)I)cc(P(C)O)c(F)c2Sc2cc(C(F)(F)C(F)(F)F)c(P(=O)(O)O)c(B(O)O)c21. The value obtained for the HOMO-LUMO gap is 8.53 eV.

Atomic partial charges in e from the Löwdin method, atoms 1 to 4:
1. C 0.020
2. C -0.518
3. O 0.108
4. O -0.030

=====

The following is a DFT calculation (ωB97M-V/def2-TZVPD) of C25H27BrF3N7O3PtS as an isolated structure.

Structure (XYZ):
```
68
Properties=species:S:1:pos:R:3:forces:R:3
Pt 0.538 0.062 -0.008 0.21 -1.47 -0.36
O -2.691 3.757 4.164 -0.23 -0.16 0.03
C -1.915 3.059 3.336 0.27 -0.01 -0.08
C -0.720 3.536 2.796 -0.03 0.18 0.04
C -0.004 2.723 1.946 -0.05 -0.03 0.11
N -0.396 1.489 1.620 -0.37 -0.06 0.03
C -1.539 1.049 2.143 0.43 0.27 -0.02
Br -2.038 -0.710 1.646 -0.64 -0.14 0.40
C -2.331 1.769 3.002 -0.30 -0.05 0.07
H -2.340 4.631 4.361 0.14 0.09 -0.01
H -0.355 4.527 3.039 -0.01 -0.04 -0.01
H 0.933 3.052 1.514 0.02 -0.05 0.02
H -3.250 1.375 3.412 0.04 -0.03 0.00
N -0.097 -1.593 -1.025 -0.31 -0.74 -0.32
C 0.251 -1.820 -2.443 0.46 0.24 -0.25
C 1.787 -1.988 -2.552 -0.05 0.18 -0.21
C 2.326 -2.085 -3.996 -0.15 -0.01 0.20
C 2.873 -0.797 -4.620 -0.06 -0.17 0.28
N 4.062 -0.315 -3.907 -0.04 -0.18 -0.25
C 4.131 0.648 -2.999 0.07 -0.06 0.18
N 5.274 0.861 -2.348 0.04 0.11 -0.05
N 3.069 1.387 -2.702 0.02 0.17 -0.14
C -0.205 -0.687 -3.356 0.19 -0.39 0.14
O -0.480 -0.854 -4.500 0.12 0.07 0.02
O -0.121 0.586 -2.854 -0.12 0.00 -0.56
H 0.298 -2.342 -0.463 -0.04 -0.20 -0.15
H -1.103 -1.610 -0.888 -0.13 -0.25 -0.06
H -0.215 -2.720 -2.841 -0.19 -0.04 0.15
H 2.031 -2.913 -2.026 0.00 0.02 0.05
H 2.253 -1.172 -1.991 0.03 -0.01 0.01
H 1.534 -2.460 -4.646 0.11 -0.08 -0.11
H 3.137 -2.814 -4.015 -0.07 -0.08 -0.02
H 2.119 -0.015 -4.679 0.04 0.06 -0.03
H 3.184 -1.012 -5.640 -0.06 0.09 -0.05
H 4.905 -0.839 -4.079 0.06 0.01 0.04
H 6.105 0.333 -2.551 -0.04 -0.03 0.02
H 5.335 1.559 -1.626 -0.01 -0.04 0.04
H 2.227 1.334 -3.246 -0.10 -0.03 0.05
H 3.167 2.164 -2.074 -0.08 -0.01 0.18
F -5.608 5.521 -3.813 -0.04 -0.05 0.01
C -6.047 4.561 -2.994 -0.11 0.13 0.00
F -6.914 3.799 -3.659 0.00 0.03 0.00
F -6.685 5.142 -1.974 0.00 -0.03 0.02
C -4.890 3.733 -2.474 0.35 -0.15 0.02
C -5.091 2.388 -2.166 -0.23 -0.05 -0.05
C -4.033 1.617 -1.757 0.15 -0.10 0.02
C -2.734 2.186 -1.678 -0.26 0.26 1.11
C -2.569 3.577 -1.923 0.19 -0.10 -0.13
C -3.637 4.334 -2.332 -0.06 0.06 -0.06
C -1.635 1.411 -1.382 -0.49 0.12 -1.64
C -0.527 0.790 -1.543 1.16 1.24 1.49
H -6.078 1.954 -2.268 0.04 0.02 -0.02
H -4.164 0.567 -1.527 -0.01 0.04 0.02
H -1.579 4.007 -1.849 -0.05 0.01 0.08
H -3.510 5.380 -2.575 -0.01 -0.01 0.01
C 4.492 -3.035 3.787 -0.02 -0.05 0.04
C 3.425 -2.465 2.914 -0.08 0.29 -0.23
C 2.276 -3.198 2.569 0.06 -0.15 0.05
C 1.350 -2.588 1.768 -0.24 0.09 -0.07
N 1.543 -1.350 1.295 0.15 0.96 0.14
C 2.672 -0.700 1.668 0.16 0.11 -0.10
S 2.816 0.873 0.987 0.08 0.42 -0.33
N 3.595 -1.221 2.465 0.14 -0.26 0.18
H 4.670 -4.085 3.556 -0.01 0.03 0.01
H 4.181 -2.978 4.833 -0.01 0.01 -0.02
H 5.409 -2.465 3.674 0.00 0.00 0.00
H 2.128 -4.209 2.921 -0.03 0.04 0.01
H 0.421 -3.078 1.490 0.01 -0.06 0.07
```
Forces are in eV/Å.

For the HOMO energy, the calculation gives -12.5 eV. As for the energy above the lowest of the compared OMol25 structures with the same formula, charge and spin: 146.7 kJ/mol. The net charge is +2. The molecular weight is 837.58 g/mol. The value obtained for the HOMO-LUMO gap is 4.80 eV.

Atomic partial charges in e from the Löwdin method, atoms 1 to 4:
1. Pt 0.919
2. O 0.124
3. C -0.296
4. C 0.027

=====

The following is a DFT calculation (ωB97M-V/def2-TZVPD) of a 3-piece molecular cluster, C25H27F2N6O overall.

Structure (XYZ):
```
61
Properties=species:S:1:pos:R:3:forces:R:3
N 2.416 -4.400 1.679 -0.13 0.01 -0.14
C 2.237 -3.290 2.246 -0.04 -0.13 -0.04
C 2.404 -1.914 1.636 0.09 -0.20 0.22
N 2.213 -1.890 0.197 0.27 -0.03 -0.37
C 1.094 -1.450 -0.364 -0.46 0.12 0.27
N 0.048 -0.994 0.337 0.00 0.01 0.29
C -0.867 -0.647 -0.547 -0.06 -0.29 -0.06
C -2.212 -0.109 -0.239 0.03 0.78 0.01
C -2.373 0.243 1.248 0.03 -0.41 -0.80
C -3.056 -0.814 2.092 -0.24 0.14 -0.51
O -2.787 -0.898 3.241 0.32 -0.20 1.30
N -3.979 -1.729 1.490 0.25 -0.22 -0.50
C -3.334 -2.812 0.810 -0.36 0.07 0.10
C -2.187 -3.394 1.346 0.08 -0.39 -0.52
C -1.561 -4.434 0.654 -0.56 0.24 -0.31
C -2.085 -4.901 -0.555 0.07 0.21 0.32
C -3.247 -4.330 -1.073 0.05 0.29 0.41
C -3.872 -3.286 -0.397 0.53 -0.19 0.34
N -0.420 -0.851 -1.788 -0.39 0.13 -0.04
N 0.829 -1.371 -1.678 0.77 -0.49 0.09
H 2.667 -4.281 0.695 0.02 -0.09 -0.02
H 1.939 -3.303 3.289 0.08 0.08 0.21
H 3.413 -1.562 1.846 0.10 0.06 0.07
H 1.719 -1.228 2.118 -0.17 0.18 -0.11
H 2.957 -2.223 -0.391 0.07 0.07 -0.06
H -2.322 0.802 -0.827 -0.03 0.09 -0.08
H -2.974 -0.792 -0.597 -0.01 -0.22 -0.05
H -1.387 0.360 1.678 0.06 0.24 0.24
H -2.894 1.191 1.320 -0.22 0.07 0.18
H -4.638 -1.259 0.881 -0.04 -0.01 -0.04
H -1.779 -3.073 2.290 -0.06 0.13 0.15
H -0.680 -4.887 1.079 0.13 -0.10 0.02
H -1.596 -5.717 -1.064 -0.01 -0.08 -0.10
H -3.684 -4.688 -1.992 0.02 -0.11 -0.10
H -4.779 -2.842 -0.781 -0.12 0.03 -0.09
H -0.870 -0.695 -2.674 0.04 -0.04 -0.11
H 1.423 -1.603 -2.459 -0.12 0.20 -0.26
F 2.595 0.014 -3.836 -0.05 -0.09 -0.01
C 3.557 0.751 -3.209 0.16 0.09 0.10
C 3.405 0.999 -1.863 -0.17 -0.15 0.12
C 4.378 1.730 -1.198 0.07 0.03 -0.09
C 5.476 2.209 -1.899 0.03 -0.01 -0.02
C 5.603 1.949 -3.258 -0.06 0.00 0.12
C 4.638 1.209 -3.928 -0.02 -0.05 -0.19
H 2.529 0.615 -1.357 0.02 0.13 0.08
H 4.277 1.928 -0.140 -0.02 0.02 0.00
H 6.234 2.785 -1.386 0.01 0.00 -0.01
H 6.458 2.324 -3.803 0.01 -0.01 -0.01
H 4.721 0.990 -4.984 -0.01 0.01 0.00
F -2.203 3.032 -0.256 0.04 0.03 0.01
C -1.915 4.094 0.551 0.03 0.15 0.12
C -1.329 3.855 1.776 0.04 -0.16 -0.02
C -1.038 4.938 2.594 -0.03 0.07 -0.05
C -1.343 6.226 2.179 0.01 0.02 0.01
C -1.935 6.436 0.941 0.04 -0.05 0.07
C -2.226 5.362 0.112 -0.07 0.00 -0.16
H -1.102 2.842 2.082 0.00 0.01 0.01
H -0.575 4.773 3.557 -0.01 -0.02 0.01
H -1.119 7.067 2.820 0.00 0.01 0.00
H -2.176 7.439 0.618 0.00 0.01 -0.02
H -2.685 5.503 -0.857 -0.01 -0.02 0.01
```
Forces are in eV/Å.

For the HOMO energy, the calculation gives -11.0 eV. The net charge is +1. The molecular weight is 465.53 g/mol. The value obtained for the HOMO-LUMO gap is 8.31 eV.

Atomic partial charges in e from the Löwdin method, atoms 1 to 4:
1. N 0.115
2. C -0.217
3. C -0.139
4. N 0.095